No. 1
Here is a structure of composition C43H53BrN4O11W from the Open Molecules 2025 dataset. Energies are from ωB97M-V/def2-TZVPD.

```
113
Properties=species:S:1:pos:R:3:forces:R:3
W -0.284 1.287 -2.499 1.2134 1.0203 1.3157
C 1.424 4.542 -1.962 0.1645 -0.7327 -0.9490
C 1.590 3.233 -1.144 -0.1705 -1.0537 -0.0311
C 2.132 3.515 0.234 -0.2568 -0.1855 -0.2042
O 0.323 2.529 -0.980 -0.6214 -1.1417 -3.0715
C 2.479 2.235 -1.930 1.8189 -0.3149 -2.2977
O 3.705 2.163 -2.045 -2.3944 1.3018 1.2520
O 1.734 1.472 -2.749 -1.3058 -0.0058 0.7191
H 0.802 5.270 -1.455 -0.2692 -0.0433 0.3277
H 0.987 4.327 -2.967 0.2522 0.0979 0.6717
H 2.400 5.021 -2.137 -0.2326 -0.3578 0.1254
H 1.237 3.851 0.764 0.4225 -0.0376 0.5382
H 2.822 4.338 0.090 0.3929 0.0570 0.5174
H 2.613 2.626 0.692 -0.4117 0.6390 -0.1592
H -1.689 3.713 -2.816 -0.0238 -0.1794 0.5752
C -0.516 1.960 5.966 0.0253 -0.8343 -0.5259
C -1.092 0.527 6.094 -0.0946 -0.4191 -0.6184
C 0.018 -0.490 6.511 -0.8277 0.0468 0.9179
C -1.987 0.128 4.880 2.3462 -0.2659 -0.5650
C -2.920 -0.890 5.031 -0.9802 -0.2859 0.1644
C -3.773 -1.229 3.950 0.1308 -1.7077 2.0919
C -3.916 -0.356 2.925 1.6357 1.8449 0.9686
C -2.963 0.667 2.798 -0.3667 1.5045 -1.4506
C -3.561 1.843 1.851 0.9678 -0.6404 0.8532
C -4.368 1.180 0.767 0.8970 -0.6294 -1.8931
C -2.675 3.021 1.317 -1.0816 0.2359 0.8738
C -1.720 0.618 3.528 -2.6621 -0.4274 0.5472
N -0.503 1.036 3.050 0.9894 -0.1222 0.7191
C 0.339 0.143 2.525 -0.6220 0.7407 -0.2521
C 1.729 0.360 2.424 -0.6402 1.3393 0.3765
N 2.455 -0.365 1.639 0.8636 -2.9341 -1.9106
C 3.799 -0.585 1.627 0.3735 1.8752 -0.4588
C 4.523 -0.297 2.812 1.7736 -0.0476 -0.1896
C 5.835 0.271 2.672 -1.1555 -1.6447 -1.5664
C 6.543 0.195 1.465 -0.8637 0.2065 -0.2843
C 5.929 -0.370 0.337 -0.9265 -0.2202 1.6975
C 4.599 -0.814 0.417 0.3781 0.5214 0.5849
C 4.161 -1.627 -0.766 -0.4821 -0.0115 -0.3711
C 4.282 -0.856 -2.107 0.7177 1.5550 0.8068
C 2.802 -2.275 -0.507 -0.0662 -0.4812 -2.0983
C 3.959 -0.699 4.164 -1.4476 1.7816 0.4349
C 3.658 -2.210 4.388 0.2594 0.2500 -0.4467
C 4.863 -0.063 5.217 0.8837 -3.1058 0.3127
H -0.439 2.384 6.973 0.1773 0.2041 -0.2608
H -1.213 2.525 5.324 0.4432 0.1389 0.4298
H 0.471 1.909 5.455 -0.6491 0.3026 0.3825
H -1.788 0.557 6.941 -0.0956 -0.1062 -0.1112
H 0.241 -0.259 7.578 0.2508 -0.0614 -0.5389
H 0.940 -0.373 5.930 -0.2810 -0.2568 -0.0766
H -0.361 -1.544 6.542 0.3855 0.8513 -0.4562
H -3.081 -1.375 6.046 0.4471 0.4868 -1.3704
H -4.301 -2.186 3.961 -0.2993 0.5605 0.1568
H -4.781 -0.295 2.329 -0.4954 -0.7019 -0.3858
H -4.332 2.346 2.432 0.2259 -0.0042 0.8261
H -3.874 0.216 0.501 0.0699 0.9125 -0.6111
H -4.407 1.897 -0.081 -0.3388 -0.7502 0.1186
H -5.340 0.768 0.993 -0.5682 0.7025 0.1956
H -3.297 3.970 1.408 0.6674 -1.0309 -0.4684
H -2.349 2.882 0.289 0.0585 -0.0626 -0.0827
H -1.813 3.191 1.948 0.3580 -0.1374 0.1081
H 0.032 -0.777 1.995 -0.3766 0.1215 0.5939
H 2.114 1.264 2.909 0.1984 0.0219 0.2365
H 6.294 0.806 3.445 0.6574 0.2070 1.2459
H 7.552 0.560 1.391 0.2101 0.3428 0.0714
H 6.448 -0.465 -0.605 0.1933 -0.1440 0.0514
H 4.957 -2.411 -0.838 -0.8392 0.1046 0.0340
H 3.893 0.213 -2.127 0.5540 -1.6921 0.4352
H 3.789 -1.345 -2.923 -0.0708 -0.6909 -0.5281
H 5.391 -0.787 -2.269 -1.0418 0.0676 -0.4924
H 2.487 -2.793 -1.460 0.2661 0.1049 0.9658
H 2.876 -2.983 0.309 -0.1738 -0.1739 0.2003
H 2.021 -1.551 -0.296 0.2688 0.0056 0.2281
H 2.980 -0.215 4.294 0.1608 -0.0547 -0.1034
H 4.632 -2.680 4.487 0.1536 -0.6665 -0.6896
H 2.978 -2.621 3.593 1.0446 0.3244 0.4647
H 3.184 -2.487 5.338 -0.2069 0.7955 0.0372
H 5.845 -0.653 5.066 -1.1086 0.9126 0.9713
H 4.397 -0.247 6.204 0.6472 0.3014 -0.2325
H 5.105 0.956 5.023 -0.2702 0.7909 0.0912
O -2.193 1.687 -2.449 2.1206 1.6148 -0.8231
O -1.500 2.918 -3.333 -0.9021 -1.5949 0.2504
Br -0.307 -0.978 -1.599 -0.0736 0.7715 -0.2640
O 0.359 2.401 -5.481 0.8802 0.0443 -1.1074
C 0.070 1.238 -5.544 -1.7465 -0.1093 1.6293
O -0.302 0.609 -4.379 0.2809 0.1316 0.4004
C -0.246 0.391 -6.766 0.3043 0.4963 0.2241
C 0.530 0.543 -7.930 -0.3014 -1.2527 0.2041
C 0.279 -0.248 -9.087 -0.1812 -0.2593 0.8644
C -0.763 -1.171 -8.952 1.3384 1.6940 -1.2684
O -1.166 -2.106 -9.852 -1.3650 -0.1838 -0.1603
C -2.558 -2.404 -9.454 0.8468 0.0635 0.1772
O -2.671 -1.958 -8.106 -0.2463 0.0321 -0.5547
C -1.620 -1.089 -7.905 -1.1772 -1.1206 1.7528
C -1.385 -0.440 -6.718 0.0320 1.0032 -0.2353
H 1.431 1.114 -7.794 0.0497 0.4685 -0.4859
H 0.848 -0.193 -10.022 -0.0195 -0.0169 0.6141
H -2.661 -3.497 -9.417 -0.2128 0.4109 -0.4958
H -3.274 -1.861 -10.141 0.7155 -0.5819 0.7000
H -2.104 -0.439 -5.875 0.7469 -0.1963 -0.6167
C -3.767 -4.117 0.256 0.6812 -0.9551 0.0112
N -4.580 -3.208 -0.458 -0.9799 -0.5318 -1.2003
C -4.760 -3.401 -1.817 -0.1402 1.4928 0.8816
C -5.556 -2.550 -2.485 -0.8330 0.2387 0.5179
C -6.451 -1.667 -1.662 -0.4437 1.5633 0.2754
O -7.434 -1.064 -2.160 1.1775 -0.9398 -0.2033
N -6.162 -1.451 -0.324 -0.9368 -0.2728 -1.5614
C -5.361 -2.280 0.306 0.7762 -0.3622 -0.2924
O -5.182 -2.313 1.520 -0.0601 -0.2827 0.5417
H -2.767 -3.679 0.396 -0.1140 -0.4337 0.2844
H -3.715 -5.068 -0.301 0.3165 0.3373 0.0684
H -4.240 -4.350 1.198 0.1824 0.1445 0.4526
H -4.204 -4.196 -2.282 0.3407 -0.0822 -0.0427
H -5.616 -2.517 -3.561 -0.2824 -0.2448 -0.0222
```
Positions in Å, forces in eV/Å.

Output
- net charge = -2
- HOMO energy (alpha / beta) (Eh) = -0.029 / -0.083
- total energy (a.u.) = -5357.9373
- maximum force (eV/A) = 3.6
- lowest unoccupied orbital energy (alpha / beta) (eV) = 1.7 / 2.1
- multiplicity = 3
- orbital gap (alpha / beta) (eV) = 2.526 / 4.354

Here are the Löwdin charges for atoms 1 to 2, given in e: 1.537, -0.011

No. 2
Here is a structure of composition C14H20CdN4O2S4Sb from the Open Molecules 2025 dataset. Energies are from ωB97M-V/def2-TZVPD.

```
46
Properties=species:S:1:pos:R:3:forces:R:3
Cd 0.834 -1.130 0.090 0.7160 0.1456 -0.5693
O -0.581 0.962 -1.300 -0.2197 -0.3144 0.5054
C -0.832 1.139 -2.667 -0.1811 0.1425 -0.5126
C -1.414 -0.096 -3.367 0.2477 0.1104 0.3149
C -0.600 -1.376 -3.125 -0.0041 0.1364 -0.0294
C 0.863 -1.164 -3.395 -0.1176 -0.2101 -0.2192
C 1.420 -1.398 -4.647 -0.0300 0.0600 0.0456
C 2.778 -1.190 -4.828 -0.0022 0.0206 0.1035
C 3.530 -0.745 -3.755 -0.1406 0.0662 -0.0838
C 2.889 -0.512 -2.546 0.4469 0.1396 -0.0364
N 1.593 -0.720 -2.376 -0.3406 0.0063 0.2751
H -1.390 0.653 -0.857 0.0934 0.1058 0.1182
H 0.129 1.417 -3.111 -0.1604 -0.0370 -0.0268
H -1.535 1.979 -2.814 0.2057 -0.0905 -0.0508
H -1.444 0.122 -4.438 -0.1114 -0.0079 -0.0297
H -2.437 -0.264 -3.015 -0.0158 0.0414 -0.1135
H -0.984 -2.168 -3.773 -0.0092 -0.0336 0.1312
H -0.716 -1.696 -2.082 -0.0388 -0.0532 -0.2155
H 0.799 -1.739 -5.464 -0.0625 -0.0789 -0.0047
H 3.236 -1.384 -5.789 0.0308 0.0032 -0.0092
H 4.591 -0.578 -3.835 0.1443 0.0107 0.0187
H 3.448 -0.163 -1.683 0.0314 -0.1002 0.0463
S 5.181 -0.395 0.214 -0.0925 -0.1388 0.0969
Sb 3.981 -1.207 1.981 0.0425 -0.2777 -0.0438
S 2.155 -3.209 -0.581 -0.4602 0.2051 -0.8893
S 1.897 0.093 1.909 0.1115 -0.1003 -0.1533
S 3.107 -3.615 1.132 0.7992 0.3555 0.9537
N 0.418 -3.436 2.162 -1.4730 0.5897 -0.2760
C -0.220 -2.781 1.423 0.0808 -0.6765 0.7181
H 1.392 -3.796 2.244 0.7086 -0.0655 -0.1628
N -2.138 -0.043 0.791 -0.1202 -0.4300 -0.5185
C -1.955 0.668 1.681 -0.1254 -0.0911 -0.2310
N -1.851 1.499 2.673 -0.0506 0.4187 0.4906
C -2.898 2.453 2.969 -0.4181 0.2877 0.3000
C -3.256 2.349 4.458 -0.1479 -0.0004 -0.2804
O -2.122 2.482 5.277 0.0429 0.1577 0.0708
C -1.144 1.498 4.975 0.2433 -0.0459 -0.1608
C -0.684 1.615 3.523 0.3318 -0.0834 0.6201
H -3.776 2.249 2.351 0.1278 0.0247 0.0655
H -2.531 3.466 2.751 -0.0662 -0.0908 0.0028
H -3.742 1.378 4.644 0.0121 0.0690 -0.0342
H -3.936 3.154 4.751 -0.0198 -0.0996 -0.1153
H -1.562 0.498 5.160 0.0828 0.0365 -0.0371
H -0.317 1.679 5.663 -0.0149 -0.0928 -0.1141
H 0.053 0.851 3.257 -0.0902 0.0776 0.0804
H -0.229 2.601 3.371 0.0134 -0.0923 -0.0402
```
Positions in Å, forces in eV/Å.

Output
- net charge = -1
- HOMO energy (Eh) = -0.133
- total energy (a.u.) = -2915.8023
- maximum force (eV/A) = 1.6
- lowest unoccupied orbital energy (eV) = 2.4
- orbital gap (eV) = 6.061

Here are the natural (NBO) charges for atoms 1 to 2, given in e: 1.462, -0.748